Computed, not measured: 2 unconnected molecules or ions with the total composition C4H6O in a non-equilibrium geometry, with ωB97M-V/def2-TZVPD.

## Properties
ΔE to the lowest compared entry with this formula, charge and spin, kJ/mol: 740.8
E, a.u.: -230.94155

ORCA input file:
```
! RIJCOSX wB97M-V def2-TZVPD def2/J DEFGRID3
* xyz 0 1
C 0.043 -0.837 -1.178
C -0.104 -0.213 1.143
C -0.906 -0.513 -2.253
C 0.697 0.791 1.883
O 0.191 0.297 -1.843
H -0.241 -1.392 1.523
H -0.857 -1.061 -3.198
H -1.877 -0.071 -2.100
H 0.490 1.816 1.798
H 1.521 0.613 1.269
H 1.044 0.569 2.956
*
```

***

Computed, not measured: a molecular structure, C46H58N3OP2RuS3, with ωB97M-V/def2-TZVPD.

## Properties
ΔE to the lowest compared entry with this formula, charge and spin, kJ/mol: 82.4
E, a.u.: -3998.90761
<S²>: 0.757

ORCA input file:
```
! RIJCOSX wB97M-V def2-TZVPD def2/J DEFGRID3
* xyz 2 2
Ru 0.353 -0.303 0.271
C 3.853 -3.096 0.410
C 2.649 -3.512 -0.439
C 2.600 -5.045 -0.483
P 1.041 -2.719 0.035
C 0.294 -3.654 1.448
C 1.283 -3.818 2.607
C -0.374 -4.984 1.095
C -0.043 -3.002 -1.377
C 0.124 -3.856 -2.461
C -0.878 -3.994 -3.417
C -0.712 -4.909 -4.599
C -2.044 -3.251 -3.243
C -2.216 -2.386 -2.173
C -1.208 -2.259 -1.223
N -1.283 -1.383 -0.093
C -2.523 -1.285 0.556
C -3.444 -2.337 0.635
C -4.630 -2.163 1.318
C -4.961 -0.953 1.938
C -6.267 -0.781 2.666
C -4.040 0.079 1.870
C -2.821 -0.086 1.203
P -1.528 1.103 0.816
C -2.210 1.984 -0.654
C -2.349 1.099 -1.887
C -3.545 2.660 -0.333
C -1.342 2.502 2.041
C -0.028 2.536 2.835
C -2.495 2.673 3.034
H 4.742 -3.614 0.046
H 3.719 -3.378 1.455
H 4.055 -2.033 0.367
H 2.797 -3.144 -1.461
H 2.613 -5.466 0.521
H 3.495 -5.402 -0.994
H 1.735 -5.446 -1.006
H -0.500 -2.968 1.754
H 2.004 -4.609 2.404
H 0.747 -4.105 3.514
H 1.849 -2.910 2.821
H 0.348 -5.754 0.834
H -1.081 -4.883 0.272
H -0.926 -5.340 1.968
H 1.044 -4.414 -2.587
H 0.116 -5.601 -4.451
H -0.517 -4.346 -5.514
H -1.617 -5.494 -4.766
H -2.837 -3.336 -3.977
H -3.128 -1.811 -2.085
H -3.223 -3.288 0.170
H -5.325 -2.992 1.377
H -7.009 -1.497 2.317
H -6.671 0.221 2.521
H -6.144 -0.933 3.740
H -4.288 1.020 2.337
H -1.481 2.755 -0.868
H -3.169 0.389 -1.763
H -1.444 0.538 -2.121
H -2.586 1.727 -2.748
H -4.309 1.929 -0.065
H -3.893 3.187 -1.223
H -3.468 3.396 0.467
H -1.340 3.368 1.369
H 0.834 2.182 2.277
H -0.116 1.941 3.746
H 0.170 3.565 3.141
H -2.621 1.782 3.650
H -3.444 2.908 2.557
H -2.253 3.503 3.700
C -0.960 -1.111 3.620
C 0.437 -0.650 3.418
N 1.010 -0.321 2.275
C 2.355 -0.002 2.469
C 2.778 -0.064 3.751
S 1.487 -0.530 4.756
C 3.108 0.263 1.258
C 4.407 0.583 1.040
S 4.726 0.519 -0.634
C 3.115 0.109 -0.977
N 2.378 0.039 0.116
C 2.627 -0.203 -2.349
H -1.525 -1.040 2.701
H -1.456 -0.522 4.393
H -0.968 -2.153 3.946
H 3.764 0.126 4.143
H 5.180 0.801 1.759
H 3.454 -0.475 -3.003
H 2.102 0.653 -2.767
H 1.921 -1.036 -2.307
O 0.687 1.760 -1.128
S 1.127 3.102 -0.539
C 2.754 3.487 -1.132
C 3.684 3.868 -0.178
C 4.956 4.255 -0.591
C 5.274 4.247 -1.939
C 4.329 3.862 -2.889
C 3.059 3.489 -2.491
C 0.224 4.345 -1.440
C -0.318 4.056 -2.684
C -1.002 5.057 -3.357
C -1.135 6.317 -2.787
C -0.587 6.588 -1.541
C 0.097 5.596 -0.854
H 3.420 3.870 0.873
H 5.690 4.568 0.139
H 6.261 4.555 -2.260
H 4.582 3.879 -3.941
H 2.306 3.227 -3.224
H -0.213 3.065 -3.108
H -1.432 4.853 -4.329
H -1.673 7.091 -3.317
H -0.695 7.570 -1.101
H 0.528 5.798 0.121
*
```

***

Computed, not measured: C5H8O in the gas phase in a non-equilibrium geometry, with ωB97M-V/def2-TZVPD.

## Properties
SMILES: C1CC1[C@H]1CO1
ΔE to the lowest compared entry with this formula, charge and spin, kJ/mol: 514.5
E, a.u.: -270.36193

ORCA input file:
```
! RIJCOSX wB97M-V def2-TZVPD def2/J DEFGRID3
* xyz 0 1
C 0.163 0.843 1.079
C 1.338 -0.098 1.324
C 0.029 -0.628 0.758
C -0.822 -0.461 -0.443
C -0.581 -0.541 -1.883
O -1.415 -1.477 -1.193
H 0.439 1.377 0.168
H -0.954 1.159 1.196
H 1.566 -0.556 2.282
H 2.242 0.050 0.716
H -0.503 -1.194 1.533
H -1.581 0.418 -0.061
H -1.107 0.216 -2.462
H 0.296 -0.986 -2.360
*
```

***

Computed, not measured: a molecular structure, C30H44MoN6O3P2Te in a non-equilibrium geometry, with ωB97M-V/def2-TZVPD.

## Properties
ΔE to the lowest compared entry with this formula, charge and spin, kJ/mol: 72.1
E, a.u.: -2742.45747

ORCA input file:
```
! RIJCOSX wB97M-V def2-TZVPD def2/J DEFGRID3
* xyz 2 1
Mo -0.166 -0.239 0.151
N -1.924 1.871 2.413
C -0.803 2.709 2.805
C 0.426 2.449 1.938
N 0.810 1.027 1.764
C 0.901 0.242 3.011
C -0.389 -0.546 3.217
N -0.606 -1.402 2.042
H -2.736 2.103 2.974
H -2.171 2.054 1.444
H -1.014 3.785 2.718
H -0.583 2.508 3.857
H 0.243 2.850 0.936
H 1.256 3.006 2.386
H 1.764 1.083 1.395
H 1.742 -0.460 2.915
H 1.085 0.891 3.872
H -0.321 -1.138 4.136
H -1.228 0.159 3.266
H 0.120 -2.125 2.020
H -1.504 -1.875 2.139
N -1.669 0.747 -0.281
P -3.149 0.675 -0.876
C -3.217 1.455 -2.506
C -4.439 1.640 -3.145
C -4.474 2.282 -4.370
C -3.300 2.738 -4.950
C -2.085 2.559 -4.306
C -2.041 1.925 -3.078
C -3.674 -1.064 -0.946
C -4.016 -1.734 -2.113
C -4.272 -3.094 -2.065
C -4.184 -3.780 -0.864
C -3.844 -3.113 0.304
C -3.582 -1.756 0.263
C -4.383 1.545 0.137
C -4.272 2.932 0.191
C -5.200 3.664 0.908
C -6.240 3.017 1.563
C -6.355 1.638 1.497
C -5.433 0.897 0.777
H -5.348 1.290 -2.678
H -5.416 2.432 -4.875
H -3.331 3.246 -5.901
H -1.175 2.919 -4.759
H -1.104 1.801 -2.544
H -4.098 -1.187 -3.042
H -4.552 -3.622 -2.964
H -4.399 -4.835 -0.836
H -3.808 -3.659 1.236
H -3.359 -1.192 1.164
H -3.464 3.421 -0.337
H -5.123 4.739 0.959
H -6.972 3.592 2.108
H -7.165 1.137 2.004
H -5.539 -0.175 0.708
C -0.901 -2.883 -4.676
N -0.830 -2.697 -3.251
C -0.514 -3.657 -2.341
C -0.433 -3.035 -1.129
N -0.683 -1.703 -1.289
C -0.928 -1.537 -2.585
H -1.226 -3.899 -4.895
H 0.083 -2.728 -5.126
H -1.598 -2.174 -5.117
H -0.369 -4.684 -2.607
H -0.191 -3.459 -0.172
H -1.163 -0.596 -3.052
C 6.217 -0.964 1.284
C 5.221 -0.437 0.265
O 3.891 -0.760 0.713
P 2.689 -1.115 -0.267
O 1.604 -1.584 0.657
Te 1.806 0.687 -1.598
O 3.193 -2.212 -1.296
C 3.967 -3.384 -0.954
C 3.240 -4.630 -1.419
H 7.220 -0.664 0.993
H 6.178 -2.050 1.346
H 6.001 -0.553 2.267
H 5.390 -0.877 -0.722
H 5.286 0.651 0.178
H 4.158 -3.412 0.123
H 4.917 -3.285 -1.487
H 2.321 -4.791 -0.860
H 3.895 -5.482 -1.270
H 3.010 -4.549 -2.478
*
```

***

Computed, not measured: a molecular structure, C29H40FGeN10O3PrS2 in a non-equilibrium geometry, with ωB97M-V/def2-TZVPD.

## Properties
ΔE to the lowest compared entry with this formula, charge and spin, kJ/mol: 0.0
E, a.u.: -5392.53604
<S²>: 2.002

ORCA input file:
```
! RIJCOSX wB97M-V def2-TZVPD def2/J DEFGRID3
* xyz 0 3
Pr -0.751 0.166 -2.818
F -0.350 -3.875 3.050
C 0.263 -2.684 2.841
C -0.020 -1.983 1.703
C 0.571 -0.742 1.488
C 0.323 -0.047 0.231
O -0.284 -0.636 -0.675
C 0.820 1.301 0.162
C 1.672 1.733 1.119
N 2.069 0.989 2.188
C 3.124 1.461 3.041
C 4.319 2.106 2.416
C 4.441 0.738 3.017
C 1.462 -0.223 2.435
C 1.765 -0.977 3.570
C 1.175 -2.214 3.785
N 1.581 -2.962 4.924
C 1.469 -2.378 6.247
C 2.780 -2.708 7.005
N 3.413 -3.844 6.271
C 2.414 -4.933 6.042
C 1.420 -4.406 4.972
C 0.428 2.311 -0.921
O 1.043 3.366 -0.952
O -0.578 1.994 -1.654
H -0.687 -2.393 0.955
H 2.101 2.720 1.020
H 2.783 1.855 3.994
H 4.757 2.952 2.925
H 4.344 2.170 1.337
H 4.977 0.621 3.951
H 4.526 -0.096 2.331
H 2.505 -0.616 4.271
H 0.605 -2.786 6.787
H 1.328 -1.304 6.172
H 2.598 -3.007 8.035
H 3.477 -1.871 6.995
H 4.264 -4.171 6.720
H 3.609 -3.469 5.332
H 1.926 -5.143 6.991
H 2.926 -5.831 5.707
H 0.406 -4.721 5.232
H 1.659 -4.819 3.995
C -4.223 3.599 -5.126
N -2.942 3.510 -5.800
C -2.459 4.765 -6.356
C -2.095 2.484 -5.445
N -2.282 1.663 -4.487
N -1.007 2.358 -6.302
C 0.081 1.510 -6.149
N 0.907 1.495 -7.251
N 0.252 0.811 -5.105
H -4.866 4.271 -5.691
H -4.131 3.982 -4.103
H -4.698 2.619 -5.095
H -2.912 4.963 -7.332
H -1.377 4.762 -6.456
H -2.713 5.589 -5.686
H -3.077 1.908 -3.906
H -1.111 2.789 -7.202
H 0.920 2.267 -7.892
H 1.784 1.018 -7.134
H 1.101 0.251 -5.114
S 0.355 -2.295 -3.908
C 1.385 -2.426 -2.510
C 1.430 -3.703 -1.878
N 1.449 -4.734 -1.362
C 2.120 -1.402 -1.965
S 2.180 0.234 -2.573
C 2.832 -1.593 -0.749
N 3.373 -1.660 0.271
C -5.599 0.016 -0.231
Ge -3.731 0.398 -0.854
C -2.767 0.546 0.875
C -3.879 2.293 -1.452
C -3.003 -0.798 -2.203
H -5.930 0.783 0.474
H -5.645 -0.954 0.269
H -6.296 -0.004 -1.071
H -3.436 0.967 1.628
H -1.912 1.215 0.771
H -2.413 -0.421 1.233
H -4.223 2.903 -0.614
H -4.605 2.409 -2.262
H -2.909 2.679 -1.767
H -3.760 -0.927 -2.986
H -2.844 -1.781 -1.742
*
```

***

Computed, not measured: C4H6N2 in the gas phase, with ωB97M-V/def2-TZVPD.

## Properties
SMILES: CN1C[C@H]1C#N
ΔE to the lowest compared entry with this formula, charge and spin, kJ/mol: 188.0
E, a.u.: -265.46397

ORCA input file:
```
! RIJCOSX wB97M-V def2-TZVPD def2/J DEFGRID3
* xyz 0 1
C -0.784 -0.918 0.857
N -0.818 -0.202 -0.418
C -0.399 1.171 -0.403
C 0.485 0.109 -0.994
C 1.713 -0.133 -0.294
N 2.713 -0.198 0.264
H -0.574 -1.989 0.666
H -0.063 -0.428 1.551
H -1.795 -0.890 1.321
H -0.080 1.606 0.560
H -0.956 1.849 -1.050
H 0.560 0.024 -2.059
*
```

***

- Which of these has the highest E?
  C4H6O

***

- Number 2 is which compound?
  C46H58N3OP2RuS3

***

- Look up the E of the fifth one.
  -5392.53604 a.u.

***

- The highest E belongs to which entry?
  C4H6O